(1)
Here is a 10-piece molecular cluster, C40H70N10 overall at a distorted geometry from OMol25. Energies are from ωB97M-V/def2-TZVPD.

Structure (XYZ):
```
120
C40H70N10, DFT ωB97M-V/def2-TZVPD
C -2.4707 1.6944 -4.9416
C -1.5698 0.4262 -5.2215
C -2.3536 -0.8978 -5.1829
C -3.0793 -1.2088 -3.9239
N -3.6223 -1.4258 -2.9213
H -3.0943 1.6139 -4.0513
H -3.1882 1.8462 -5.7479
H -1.7985 2.5430 -4.8144
H -0.7849 0.3600 -4.4681
H -1.1064 0.3895 -6.2074
H -1.6234 -1.7012 -5.2810
H -3.0226 -0.8997 -6.0435
C 3.0035 -6.1249 -4.1325
C 3.1319 -5.4174 -2.8246
C 1.8268 -5.0560 -2.0708
C 0.7647 -4.2157 -2.7354
N -0.1383 -3.6637 -3.2567
H 3.0802 -7.1851 -3.8913
H 3.8709 -5.8789 -4.7450
H 2.0537 -5.9281 -4.6298
H 3.5981 -4.4380 -2.9316
H 3.7591 -5.9821 -2.1348
H 2.0537 -4.6139 -1.1008
H 1.3889 -6.0175 -1.8025
C -1.3584 -0.8960 1.1888
C -1.3394 -0.0856 -0.1903
C -0.7099 -0.8506 -1.3716
C 0.7140 -1.1984 -1.1246
N 1.8426 -1.4594 -0.9074
H -0.3590 -1.0646 1.5898
H -1.9199 -1.8286 1.1333
H -1.7860 -0.1871 1.8978
H -0.7436 0.8170 -0.0545
H -2.3224 0.2214 -0.5475
H -0.8442 -0.2844 -2.2932
H -1.1927 -1.8170 -1.5168
C 1.7902 3.8699 -6.7453
C 1.3458 2.9310 -5.6910
C 0.8406 3.6119 -4.4271
C 0.6259 2.8103 -3.2264
N 0.4589 2.1853 -2.2613
H 0.9743 4.5390 -7.0186
H 2.0283 3.2615 -7.6177
H 2.6787 4.4648 -6.5340
H 2.1250 2.1871 -5.5247
H 0.5454 2.2896 -6.0598
H -0.1156 4.0888 -4.6423
H 1.5205 4.4301 -4.1896
C -4.5038 0.7174 1.9946
C -4.5755 1.0614 3.4776
C -5.9950 0.7219 4.0805
C -6.4697 -0.6455 3.8369
N -6.8413 -1.7351 3.6679
H -4.2828 -0.3403 1.8519
H -3.6866 1.2700 1.5309
H -5.3638 0.9643 1.3721
H -4.4160 2.1063 3.7436
H -3.8222 0.5292 4.0586
H -6.7331 1.4067 3.6630
H -5.9353 0.9291 5.1490
C -1.2332 -2.6636 4.4281
C -2.5201 -2.6217 5.3085
C -2.2473 -2.5532 6.7548
C -1.4693 -3.7164 7.2888
N -0.8179 -4.5652 7.6949
H -0.5720 -3.4660 4.7552
H -0.6258 -1.7691 4.5656
H -1.4842 -2.7302 3.3695
H -3.0383 -3.5708 5.1717
H -3.1770 -1.8020 5.0176
H -3.1728 -2.5493 7.3306
H -1.7632 -1.5925 6.9300
C -0.3805 1.5439 4.1261
C -0.7336 0.9914 5.5098
C -1.1483 2.1143 6.5583
C -1.9497 3.1378 5.9683
N -2.5789 3.9994 5.4551
H 0.4120 2.2885 4.2008
H -1.2390 2.0311 3.6639
H 0.0273 0.7505 3.4998
H 0.1497 0.4925 5.9085
H -1.5735 0.3083 5.3832
H -0.2501 2.5622 6.9833
H -1.6319 1.7455 7.4629
C 2.7034 -2.0708 3.7595
C 4.0386 -1.4092 3.3799
C 3.9183 -0.4401 2.1939
C 5.2065 -0.0900 1.6448
N 6.3064 0.1464 1.1929
H 2.3587 -2.5783 2.8586
H 1.9632 -1.3682 4.1424
H 2.8180 -2.8311 4.5321
H 4.7395 -2.1957 3.1003
H 4.5503 -1.0258 4.2627
H 3.3526 0.4674 2.4051
H 3.4298 -0.9838 1.3852
C 7.0789 -1.2000 -3.3222
C 6.2434 -0.1529 -2.6026
C 4.9354 -0.6466 -1.9447
C 4.9288 -1.9531 -1.2774
N 4.9184 -3.0033 -0.7401
H 7.3903 -2.0078 -2.6599
H 7.9634 -0.7245 -3.7461
H 6.5319 -1.7038 -4.1190
H 5.9236 0.6090 -3.3134
H 6.9382 0.3664 -1.9425
H 4.1466 -0.8397 -2.6718
H 4.5618 0.1081 -1.2527
C -3.0474 5.8961 -2.1253
C -2.0666 4.7137 -2.0457
C -1.9048 4.0969 -0.6781
C -1.4911 5.0248 0.3578
N -1.1596 5.8115 1.1528
H -4.0022 5.6160 -1.6804
H -3.1536 6.2333 -3.1564
H -2.6095 6.6860 -1.5150
H -1.0691 4.9640 -2.4068
H -2.3184 3.9570 -2.7887
H -1.1569 3.3043 -0.6590
H -2.8025 3.6181 -0.2871
```

Its energy above the lowest of the compared OMol25 structures with the same formula, charge and spin is 64.1 kJ/mol. Its total energy is -57512.7465 eV. The calculation puts the HOMO energy (spin up / spin down) at 0.384 / -9.112 eV. Its expectation value of S² is 0.75. Its spin multiplicity is 2. The total charge is -1. The value obtained for the HOMO-LUMO gap (spin up / spin down) is 1.19 / 10.62 eV.

***

(2)
Here is a 24-piece molecular cluster, C40H71BrCl46F2O3Si overall at a distorted geometry from OMol25. Energies are from ωB97M-V/def2-TZVPD.

Structure (XYZ):
```
164
C40H71BrCl46F2O3Si, DFT ωB97M-V/def2-TZVPD
C -3.2382 -2.2846 -0.9143
Si -1.5880 -1.4122 -1.2295
C -1.9806 0.4010 -1.5681
C -0.8542 -2.1936 -2.7958
C 0.4677 -2.9837 -2.6708
C 1.7060 -2.2227 -3.1464
F 1.8650 -2.4380 -4.4892
F 2.8117 -2.7594 -2.5369
C 1.6630 -0.7164 -2.9347
O 2.8839 -0.1421 -3.3983
C 3.8129 0.1002 -2.3644
C 3.5464 1.3722 -1.5166
O 2.8202 2.3792 -2.1873
C 1.4513 2.4334 -1.8481
C 0.9864 3.9058 -1.8113
C -0.5038 3.9638 -2.0258
O -1.3121 4.1742 -1.1902
Br -1.1412 3.6341 -3.8609
C -0.5624 -1.4985 0.3519
C 0.7920 -1.6781 0.4532
C 1.4555 -1.6996 1.6814
C 0.8192 -1.5435 2.8793
C -0.6205 -1.3137 2.7915
C -1.2462 -1.3076 1.5788
H -3.9343 -1.8984 -1.6681
H -3.6544 -2.0752 0.0672
H -3.1265 -3.3594 -1.0667
H -2.5296 0.8429 -0.7355
H -2.6026 0.4658 -2.4662
H -1.0557 0.9566 -1.7477
H -0.8014 -1.4152 -3.5597
H -1.6034 -2.8948 -3.1756
H 0.6341 -3.4259 -1.6890
H 0.3932 -3.8370 -3.3530
H 1.5149 -0.4393 -1.8874
H 0.8791 -0.2392 -3.5188
H 4.7754 0.2372 -2.8648
H 3.9413 -0.7551 -1.6901
H 3.0895 1.0745 -0.5641
H 4.5167 1.8048 -1.2540
H 0.8810 1.9280 -2.6376
H 1.2116 1.9837 -0.8792
H 1.5436 4.4515 -2.5729
H 1.1585 4.3227 -0.8198
H 1.3963 -1.7952 -0.4375
H 2.5326 -1.8496 1.6906
H 1.3790 -1.5676 3.7971
H -1.1954 -1.1283 3.6846
H -2.3152 -1.1114 1.5861
C -0.6123 -4.9994 4.6761
Cl -0.4086 -3.2512 4.5173
Cl 0.0271 -5.8325 3.2547
H -0.0796 -5.3471 5.5557
H -1.6669 -5.2168 4.7731
C -4.2291 -0.0047 5.8409
Cl -3.8496 -0.0847 4.1161
Cl -3.3105 -1.1961 6.7799
H -3.9873 0.9869 6.2048
H -5.2841 -0.2016 5.9689
C 3.5394 -3.6393 5.8765
Cl 3.7682 -2.2041 4.8768
Cl 2.0908 -3.4970 6.8899
H 3.4274 -4.5048 5.2371
H 4.4093 -3.7523 6.5135
C 3.3568 5.5637 0.8615
Cl 2.0668 6.3896 1.7472
Cl 3.1250 3.8143 0.8150
H 3.3679 5.9352 -0.1542
H 4.3076 5.7671 1.3473
C 3.5296 -4.9729 -5.5836
Cl 2.1713 -5.8335 -4.8444
Cl 4.0315 -5.7275 -7.1064
H 3.2259 -3.9510 -5.7803
H 4.3681 -4.9886 -4.8964
C -1.2477 8.4956 2.4552
Cl -1.2871 10.2607 2.6391
Cl -0.9962 7.6878 4.0033
H -2.1978 8.1670 2.0362
H -0.4320 8.2357 1.7895
C -3.6542 11.1721 -0.2130
Cl -4.9055 9.9549 -0.5080
Cl -3.0795 11.8936 -1.7202
H -4.0726 11.9530 0.4108
H -2.8201 10.6980 0.2897
C 5.2584 -3.9993 -1.3723
Cl 6.8495 -4.7526 -1.2274
Cl 4.6709 -3.4124 0.1883
H 5.3254 -3.1614 -2.0560
H 4.5585 -4.7368 -1.7505
C 4.5581 -6.4080 2.6375
Cl 6.0017 -5.5065 3.1169
Cl 3.5819 -6.9010 4.0275
H 3.9566 -5.7798 1.9893
H 4.8720 -7.3017 2.1107
C 7.7794 5.6118 0.0930
Cl 6.4504 6.4535 0.8994
Cl 7.5058 3.8667 0.0359
H 7.8588 5.9862 -0.9186
H 8.6939 5.8057 0.6412
C -5.9747 1.3773 0.0282
Cl -5.5997 1.5014 -1.7025
Cl -5.1313 0.0232 0.7819
H -5.6644 2.2883 0.5214
H -7.0439 1.2347 0.1425
C -4.2696 5.1429 1.4442
Cl -4.7782 3.9412 2.6361
Cl -3.9295 6.7050 2.2036
H -3.3693 4.7902 0.9522
H -5.0629 5.2755 0.7183
C 0.6088 -5.2791 -8.1870
Cl 0.8208 -3.8438 -9.2003
Cl -0.8617 -5.1833 -7.2178
H 0.5515 -6.1528 -8.8255
H 1.4582 -5.3562 -7.5238
C -3.8620 -6.2067 7.4353
Cl -3.7110 -4.4550 7.2571
Cl -3.1385 -7.0517 6.0613
H -3.3593 -6.5230 8.3417
H -4.9154 -6.4560 7.4827
C -6.4221 -4.4091 1.1255
Cl -4.7765 -4.6944 1.6983
Cl -6.9050 -2.7142 1.3106
H -6.4760 -4.6786 0.0771
H -7.1023 -5.0206 1.7068
C 7.5252 -1.4970 6.3046
Cl 6.4853 -0.0924 6.0515
Cl 7.0771 -2.8658 5.2746
H 8.5454 -1.2148 6.0734
H 7.4467 -1.8045 7.3407
C 6.9393 -8.3975 -2.3870
Cl 6.2369 -8.0633 -0.7995
Cl 6.1386 -7.4947 -3.6802
H 7.9867 -8.1199 -2.3668
H 6.8340 -9.4556 -2.5940
C 2.6967 -0.5730 -9.5297
Cl 3.6199 -0.1096 -8.0959
Cl 3.5674 -0.1935 -11.0219
H 2.5159 -1.6405 -9.4942
H 1.7572 -0.0330 -9.5280
C -2.3382 -7.4765 0.7244
Cl -2.6599 -7.1263 2.4246
Cl -1.8935 -6.0226 -0.1805
H -1.5152 -8.1799 0.6679
H -3.2298 -7.9049 0.2820
C -8.7556 3.6424 -0.9539
Cl -7.2214 4.3792 -0.4762
Cl -9.8034 3.3480 0.4374
H -9.2614 4.3122 -1.6389
H -8.5443 2.6959 -1.4401
C -7.2568 11.0484 -3.2592
Cl -8.5092 9.8333 -3.5505
Cl -6.6785 11.7639 -4.7686
H -7.6714 11.8334 -2.6380
H -6.4227 10.5743 -2.7568
C 6.0878 6.5869 -3.5427
Cl 7.5977 7.4229 -3.1568
Cl 5.0775 6.3147 -2.1128
H 5.5321 7.1991 -4.2427
H 6.3229 5.6267 -3.9864
C -7.4647 1.6109 7.4318
Cl -7.0550 1.5087 5.7128
Cl -6.5633 0.4387 8.4018
H -7.2274 2.6077 7.7839
H -8.5239 1.4138 7.5457
```

Its energy above the lowest of the compared OMol25 structures with the same formula, charge and spin is 0.0 kJ/mol. Its total energy is -708161.0199 eV. The calculation puts the HOMO energy at -8.456 eV. The total charge is 0. The value obtained for the HOMO-LUMO gap is 8.75 eV.

***

(3)
Here is a 10-piece molecular cluster, C40H73N5O10S5 overall at a distorted geometry from OMol25. Energies are from ωB97M-V/def2-TZVPD.

Structure (XYZ):
```
133
C40H73N5O10S5, DFT ωB97M-V/def2-TZVPD
C -2.0063 3.4502 3.0585
C -0.8578 3.1103 2.1050
C 0.1551 4.2791 1.9109
C 0.6344 5.0161 3.1623
N 0.9621 5.6424 4.0844
H -1.5612 3.8840 3.9539
H -2.5982 2.5513 3.2310
H -2.7376 3.9917 2.4584
H -1.2055 2.6854 1.1633
H -0.3728 2.2095 2.4810
H -0.1887 5.0142 1.1832
H 1.1050 3.8587 1.5808
C -1.8994 5.4735 -6.6612
C -1.9936 4.4012 -5.5209
C -0.7359 4.2023 -4.6126
C -0.9356 3.0724 -3.7167
N -1.0539 2.1370 -3.0779
H -2.1352 6.5205 -6.4709
H -2.3153 5.0992 -7.5966
H -0.8270 5.5839 -6.8226
H -2.2177 3.4333 -5.9693
H -2.7624 4.7364 -4.8247
H -0.7480 5.1457 -4.0668
H 0.1907 4.1216 -5.1809
C 4.9870 3.1307 2.9442
C 4.1456 2.2307 3.7560
C 4.8379 0.8000 3.8031
C 4.0375 -0.0663 4.6474
N 3.4411 -0.7534 5.3358
H 5.9197 3.3395 3.4682
H 4.5196 4.0668 2.6386
H 5.1261 2.7593 1.9289
H 3.1162 2.2380 3.3979
H 4.0535 2.5340 4.7989
H 5.8875 0.8172 4.0966
H 4.8450 0.2680 2.8518
C 0.6123 1.8089 5.8479
C 0.4186 0.3913 6.4441
C -0.4295 -0.6255 5.5095
C -1.6776 -0.0085 5.1170
N -2.7469 0.3258 4.8457
H -0.2922 2.4001 5.7045
H 1.1660 1.9468 4.9192
H 1.2579 2.3816 6.5136
H -0.0707 0.4256 7.4175
H 1.3715 -0.1115 6.6093
H -0.6770 -1.5335 6.0594
H 0.2248 -0.9006 4.6823
C -3.7469 0.6418 0.7381
C -4.5502 1.3105 -0.3258
C -6.1008 1.0287 -0.1788
S -6.3279 0.2062 1.4171
O -6.2603 -1.2165 1.1236
O -7.4378 0.9406 2.0815
C -4.6523 0.6939 2.0453
H -2.8121 1.1780 0.9017
H -3.5196 -0.3455 0.3360
H -4.2385 1.2160 -1.3660
H -4.5538 2.3870 -0.1548
H -6.4176 0.3959 -1.0079
H -6.8039 1.8604 -0.1334
H -4.4571 0.0075 2.8692
H -4.6543 1.6789 2.5120
C -3.8344 -2.9739 -4.2943
C -3.8650 -1.4416 -4.1006
C -2.4766 -0.7808 -4.3725
S -1.3898 -1.9577 -3.4091
O -1.4427 -1.4274 -2.0236
O -0.0929 -2.3033 -4.0684
C -2.5331 -3.4787 -3.5485
H -3.7899 -3.2283 -5.3532
H -4.7375 -3.4566 -3.9206
H -4.2383 -1.2307 -3.0984
H -4.6059 -0.8862 -4.6758
H -2.2037 0.2531 -4.1612
H -2.0104 -0.8697 -5.3538
H -2.6467 -3.8771 -2.5403
H -2.1507 -4.3024 -4.1513
C -2.9192 -3.9835 0.9051
C -3.0850 -5.1714 1.7840
C -2.6321 -6.4407 0.9631
S -1.2644 -5.8489 -0.2527
O -1.7586 -5.9698 -1.6583
O 0.0633 -6.3044 0.2046
C -1.4777 -4.0735 0.2788
H -3.2022 -3.0912 1.4636
H -3.6352 -4.0536 0.0863
H -4.0879 -5.1045 2.2057
H -2.4803 -5.3210 2.6784
H -3.4459 -6.7352 0.3005
H -2.3660 -7.3307 1.5334
H -1.3620 -3.4925 -0.6362
H -0.6546 -3.8790 0.9664
C 5.1557 -2.8071 2.3257
C 5.7668 -2.6043 0.9573
C 4.9325 -3.3227 -0.1390
S 3.3283 -3.8416 0.6728
O 3.5319 -5.2313 1.0822
O 2.1431 -3.3059 -0.0910
C 3.5943 -2.8751 2.2182
H 5.3668 -1.9787 3.0019
H 5.5092 -3.7636 2.7108
H 6.7941 -2.9652 1.0064
H 5.7611 -1.5477 0.6895
H 5.2348 -4.2727 -0.5799
H 4.5933 -2.6180 -0.8983
H 3.0676 -3.1629 3.1280
H 3.1712 -1.9139 1.9263
C 2.8615 0.0585 -3.7374
C 3.9324 -0.1236 -4.7654
C 4.4770 1.2743 -5.0766
S 3.1283 2.4681 -4.7662
O 2.6023 2.9879 -6.0291
O 3.5993 3.3727 -3.7724
C 1.9466 1.1880 -4.0899
H 3.2927 0.2932 -2.7642
H 2.1924 -0.7716 -3.5109
H 3.5403 -0.4869 -5.7154
H 4.5683 -0.9266 -4.3926
H 5.0744 1.5298 -5.9518
H 5.0944 1.4143 -4.1893
H 1.0889 1.0268 -4.7429
H 1.3420 1.6272 -3.2964
N -0.0004 -0.5410 0.2540
C 0.7939 0.3347 -0.4655
C 1.7121 0.7630 0.4822
C 1.3425 0.3163 1.7812
C 0.3297 -0.4944 1.5643
H -0.7512 -1.0626 -0.1753
H 0.6894 0.5081 -1.5263
H 2.6110 1.2463 0.1292
H 1.8219 0.5187 2.7275
H -0.3506 -1.0175 2.2200
```

Its total energy is -124758.6471 eV. The calculation puts the HOMO energy at -8.478 eV. The total charge is 0. The value obtained for the HOMO-LUMO gap is 8.66 eV. The SMILES is O=S1(=O)CCCC1.O=S1(=O)CCCC1.O=S1(=O)CCCC1.O=S1(=O)CCCC1.O=S1(=O)CCCC1.c1cc[nH]c1.CCCC#N.CCCC#N.CCCC#N.CCCC#N.